Entry from the Open Molecules 2025 dataset: a cluster of 2 separate species, C2H3N2O2S in total at a distorted geometry (the ωB97M-V functional and the def2-TZVPD basis).

Summary:
HOMO-LUMO gap in eV: 7.902
Net charge: -1
HOMO in Eh: -0.144
ΔE to the lowest compared entry with this formula, charge and spin in kJ/mol: 157.0
Total energy in eV: -20032.02671

Last column: natural (NBO) charge in e.
Geometry (Å):
C1 -2.19 0.64 -0.37  0.093
C2 0.50 -0.84 -0.05  -0.162
N1 -2.90 0.78 -1.22  -0.345
N2 -0.13 -1.18 1.02  -0.658
O1 1.52 1.28 -1.18  -1.042
O2 2.26 0.57 1.14  -1.055
S1 2.05 0.18 -0.29  1.448
H1 -0.20 -1.12 -0.79  0.155
H2 -1.25 0.43 -0.06  0.229
H3 0.35 -0.74 1.80  0.338

Entry from the Open Molecules 2025 dataset: a cluster of 2 separate species, C2H3N2O2S in total at a distorted geometry (the ωB97M-V functional and the def2-TZVPD basis).

Summary:
HOMO-LUMO gap (spin up / spin down) in eV: 6.598 / 6.597
Net charge: -1
HOMO (spin up / spin down) in Eh: -0.121 / -0.121
ΔE to the lowest compared entry with this formula, charge and spin in kJ/mol: 294.7
Total energy in eV: -20030.59935

Last column: natural (NBO) charge in e.
Geometry (Å):
C1 -1.49 0.24 -0.84  0.428
C2 1.08 -0.77 1.05  -0.226
N1 -0.63 0.94 -0.04  -0.573
N2 1.13 0.11 0.15  0.252
O1 1.99 0.58 -0.57  -0.444
O2 -2.05 0.77 -1.80  -0.667
S1 -1.78 -1.36 -0.30  -0.551
H1 0.14 -1.00 1.51  0.253
H2 1.97 -1.34 1.29  0.182
H3 -0.37 1.84 -0.45  0.348

Entry from the Open Molecules 2025 dataset: a cluster of 2 separate species, C2H3N2O3 in total at a distorted geometry (the ωB97M-V functional and the def2-TZVPD basis).

Summary:
HOMO-LUMO gap (spin up / spin down) in eV: 7.069 / 7.066
Net charge: -1
HOMO (spin up / spin down) in Eh: -0.118 / -0.118
ΔE to the lowest compared entry with this formula, charge and spin in kJ/mol: 777.0
Total energy in eV: -11238.98823

Last column: natural (NBO) charge in e.
Geometry (Å):
C1 0.11 -0.71 0.17  -0.217
C2 -0.38 0.53 0.17  -0.303
N1 1.68 -0.83 -1.40  -0.138
N2 -1.55 0.97 0.83  0.496
O1 2.24 -1.96 -1.42  -0.530
O2 -2.18 0.20 1.55  -0.444
O3 -1.89 2.15 0.66  -0.461
H1 -0.35 -1.55 0.65  0.159
H2 0.09 1.34 -0.38  0.185
H3 2.23 -0.15 -0.82  0.252